No. 1
DFT (ωB97M-V/def2-TZVPD) results for a molecular structure, C26H25IOPS3Sb2Se4W.

Last column: Löwdin charge in e.
Element x y z (Å)
H  -2.6736  -3.3956  -3.8371  0.10
C  -1.3572  0.1611  -3.1653  -0.19
H  3.1318  1.3327  -4.3922  0.10
H  -1.9441  1.3680  4.3201  0.08
C  3.4291  1.7610  -1.0508  -0.08
H  1.0831  0.3874  3.8959  0.10
P  0.0694  -0.5170  -0.8662  1.01
C  2.7083  -4.1778  0.1688  -0.03
H  0.3079  3.8506  2.6770  0.09
H  -1.1170  -2.9988  -1.9770  0.10
Se  -2.4738  6.1716  -3.0918  0.10
H  -3.3800  -1.5242  -5.2924  0.10
Se  -0.5359  3.3335  -0.8190  0.08
C  -2.2206  -0.0662  -4.2242  -0.09
C  3.7190  1.8772  -2.4033  -0.08
C  1.7045  -3.8223  1.1008  -0.16
C  -0.2731  1.7955  3.0227  -0.63
Sb  -1.5039  5.6031  -0.9053  -0.26
C  2.3244  1.0312  -0.6426  -0.13
H  -1.1876  -3.2249  3.5663  0.08
H  -1.5821  3.0987  4.1508  0.08
S  -5.6426  -0.9285  1.3000  -0.24
C  1.6930  -4.4558  2.3664  -0.04
H  -1.0122  1.1712  -2.9667  0.07
H  2.0920  0.9561  0.4141  0.08
H  2.4833  -5.1607  2.5935  0.11
C  -0.9381  -0.8903  -2.3457  -0.42
C  0.7730  2.8684  2.7748  -0.03
C  1.8600  -2.5615  -1.3647  -0.08
C  -2.3014  -2.3954  -3.6558  -0.08
C  0.7073  -4.1932  3.2660  -0.08
C  0.7141  -2.8549  0.7515  -0.19
S  -4.1398  2.4733  2.2671  -0.04
C  1.8123  0.5015  -2.9231  -0.10
C  2.7567  -3.6005  -1.0601  -0.06
I  -2.2241  -1.8109  1.2558  0.97
H  -0.5280  2.0640  5.1232  0.10
H  1.1961  0.0062  -3.6619  0.10
H  1.4711  2.8945  3.6130  0.10
H  -2.5295  0.7609  -4.8511  0.11
W  -2.4658  2.4550  0.8068  0.43
H  3.4293  -4.9330  0.4583  0.11
O  -1.1413  1.8008  1.8398  -0.48
C  0.3317  0.4077  3.1052  -0.03
C  -1.1439  2.1021  4.2237  -0.04
C  -0.3666  -2.7109  1.6775  -0.62
H  0.6930  -4.6692  4.2373  0.11
C  1.5034  0.3898  -1.5700  -0.41
S  -3.3494  1.2223  -0.8207  -0.04
C  -2.6991  -1.3469  -4.4699  -0.09
Se  -3.2106  4.8695  0.7787  0.04
C  -0.3490  -3.3431  2.8932  -0.19
Se  -0.2937  7.6035  -0.5109  -0.05
H  4.0553  2.2492  -0.3148  0.11
H  -0.4311  -0.3366  3.3282  0.05
H  0.8074  0.1400  2.1607  0.07
C  2.9088  1.2471  -3.3362  -0.07
H  4.5716  2.4585  -2.7295  0.10
H  3.5080  -3.8916  -1.7823  0.11
C  -1.4220  -2.1704  -2.6040  -0.10
C  0.8825  -2.1465  -0.4955  -0.31
H  1.9829  -2.0370  -2.3034  0.10
Sb  -5.5998  1.0892  0.4361  0.45
H  1.3264  2.6608  1.8603  0.07

Values from the calculation:
Frontier orbital gap (alpha / beta)   0.2089 / 0.2018 Eh
Largest force on an atom   0.0073 Eh/bohr
Highest occupied orbital energy (alpha / beta)   -0.29309 / -0.29305 Ha
DFT total energy   -13068.067297 hartree
Charge   0
Multiplicity   2
Energy relative to the best compared isomer or geometry (same formula, charge and spin)   0.00 kcal per mole

---

No. 2
DFT (ωB97M-V/def2-TZVPD) results for a molecular structure, C26H25IrN2O2P2 in a non-equilibrium geometry.

Last column: Löwdin charge in e.
Element x y z (Å)
C  -2.8013  -1.4497  -2.2552  0.03
C  0.9733  -2.8105  -0.7094  -0.10
C  -1.0797  5.1779  0.1870  -0.02
H  -2.5968  -2.6251  4.7726  0.14
H  2.4738  -0.1992  -2.2953  0.12
N  -0.8894  -1.4879  4.2119  -0.01
C  -1.7524  5.4112  -1.0045  0.00
C  4.2103  -0.3290  0.3897  -0.06
C  3.0665  0.4677  0.5066  -0.35
C  -2.2867  4.3460  -1.7178  -0.02
C  -4.3368  -1.1324  -0.4186  0.02
H  -5.2927  -1.3227  0.0441  0.14
C  -1.6189  -2.7208  4.2985  -0.10
C  -1.8582  -0.6502  -1.6330  -0.03
H  -2.6046  2.2208  -1.7960  0.11
C  -2.0141  -3.3076  2.7893  -0.62
H  -1.4185  -0.7130  4.6126  0.12
N  0.4624  0.9119  -0.2441  -0.36
H  -2.5873  -1.8604  -3.2298  0.14
H  -0.6818  6.0057  0.7541  0.13
H  2.3268  2.4661  0.8472  0.10
C  4.4604  2.4239  0.6663  -0.03
H  -1.8635  6.4199  -1.3750  0.14
H  -4.7084  -2.4126  -2.0968  0.15
C  3.1996  1.8467  0.6913  -0.08
P  1.4332  -0.3196  0.4514  0.94
H  4.5625  3.4951  0.7569  0.13
C  -3.4091  -0.3245  0.2104  -0.05
H  6.5760  2.0892  0.5256  0.13
H  -0.4441  3.7047  1.6074  0.11
H  0.5700  -3.0883  0.2563  0.08
H  6.3458  -0.3558  0.2521  0.13
C  -0.9336  3.8805  0.6595  -0.08
O  -1.6357  -2.5426  1.8807  -0.13
C  1.5204  -1.5485  -0.9015  -0.38
H  0.8236  1.5620  -0.9377  0.10
H  2.4342  -1.8143  -4.1477  0.13
H  4.1114  -1.4033  0.3160  0.12
C  5.4661  0.2580  0.3729  -0.02
C  2.0255  -2.0924  -3.1874  -0.03
C  -2.1666  3.0431  -1.2481  -0.06
C  -2.1806  -0.0615  -0.4088  -0.34
H  1.3801  -4.0259  -3.8417  0.13
H  -3.6389  0.1298  1.1654  0.13
Ir  -0.4416  -0.7606  1.9894  1.02
H  0.0150  -1.5551  4.6791  0.13
C  1.4620  -3.3470  -3.0028  -0.02
H  -0.9096  -0.4523  -2.1102  0.12
P  -1.0726  1.1116  0.4648  0.94
H  -1.0484  -3.5399  4.7376  0.14
C  -4.0185  -1.7188  -1.6373  0.07
C  -1.4511  2.8111  -0.0750  -0.34
C  5.5956  1.6345  0.5198  0.00
C  2.0480  -1.1810  -2.1425  -0.08
O  -2.5906  -4.3420  2.8092  0.22
H  0.6054  -4.7230  -1.5952  0.12
H  -2.7913  4.5240  -2.6563  0.13
C  0.9770  -3.7222  -1.7567  -0.04

Values from the calculation:
Frontier orbital gap (alpha / beta)   0.1930 / 0.1484 Eh
Largest force on an atom   0.1287 Eh/bohr
Highest occupied orbital energy (alpha / beta)   -0.64461 / -0.64432 Ha
DFT total energy   -2051.644461 hartree
Charge   +3
Multiplicity   2

---

No. 3
DFT (ωB97M-V/def2-TZVPD) results for a molecular structure, C26H25N3O3RuS2 in a non-equilibrium geometry.

Last column: Löwdin charge in e.
Element x y z (Å)
C  0.0181  0.3010  2.1918  0.00
C  -1.6287  3.5034  1.4219  -0.05
H  -0.6288  -3.7250  -0.3792  0.12
H  -0.6597  1.3702  -3.6459  0.10
C  -0.5664  3.1922  0.5869  -0.32
H  2.9332  -4.0847  -2.4134  0.11
H  1.8044  5.2089  1.8774  0.12
H  -0.0897  0.1502  3.2649  0.10
C  -1.4389  4.4359  2.4289  -0.02
C  -0.9232  0.3322  -3.8002  -0.10
H  1.4916  3.5352  0.0834  0.12
C  -2.7426  -1.6777  0.5568  -0.11
C  2.0397  -2.6732  -1.0995  -0.55
C  2.2081  -0.7783  2.5621  0.00
H  4.0926  -1.7175  2.8756  0.13
H  -2.5474  0.3693  -2.3673  0.10
H  5.0723  -3.2882  1.2121  0.12
C  -0.3751  -0.3753  -4.8609  -0.08
H  0.8584  5.8486  4.2996  0.09
C  4.1305  -3.7834  -0.6397  -0.05
H  -4.0875  -2.8782  1.8503  0.11
H  2.1826  -0.2760  3.5189  0.13
C  3.2160  -2.2293  0.9636  -0.15
C  -0.0093  6.0903  3.6849  -0.04
C  -3.2120  -2.8067  1.2304  -0.03
O  0.4900  1.4401  -1.0651  -0.39
N  1.0813  -1.1196  0.4744  0.02
H  -2.2627  4.6842  3.0864  0.12
C  1.1118  -0.5751  1.6846  -0.25
C  3.0192  -3.5619  -1.4692  -0.08
H  -0.8804  6.1591  4.3338  0.08
C  0.8414  4.7291  1.7508  -0.02
H  -2.2995  -4.8542  1.1783  0.13
N  -1.6358  -1.9800  -0.1229  -0.13
C  -2.3401  -1.5643  -3.2951  -0.12
C  3.2498  -1.5698  2.2118  0.03
H  0.2790  1.3487  2.0365  0.09
C  -0.2080  5.0630  2.6062  -0.26
C  -1.7502  -2.2783  -4.3152  -0.12
C  0.6733  3.7982  0.7408  -0.05
C  -1.9508  -0.2422  -3.0316  -0.17
C  -0.7882  -1.6759  -5.1127  -0.09
H  0.1650  7.0749  3.2482  0.09
S  0.6599  -2.3438  -2.1170  0.79
H  -3.1491  -2.0050  -2.7249  0.11
H  -2.5899  3.0236  1.2882  0.12
C  2.1147  -1.9860  0.1246  -0.21
Ru  -0.3135  -0.7043  -1.0415  1.06
H  -0.3713  -2.2199  -5.9501  0.11
H  4.9022  -4.4734  -0.9513  0.12
N  -1.3942  -3.2805  0.1087  0.02
C  -2.3253  -3.8110  0.9125  -0.06
H  -2.0777  -3.2875  -4.5277  0.11
H  0.3656  0.0947  -5.4932  0.12
H  -0.9272  0.1157  1.7025  0.05
O  -1.6231  0.9153  -0.2214  -0.46
H  -3.1406  -0.6783  0.5178  0.11
C  4.2274  -3.1265  0.5552  -0.01
O  -1.4669  2.7799  -1.7932  -0.25
S  -0.8246  2.0672  -0.7324  0.51

Values from the calculation:
Frontier orbital gap (alpha / beta)   0.2877 / 0.2469 Eh
Largest force on an atom   0.0223 Eh/bohr
Highest occupied orbital energy (alpha / beta)   -0.40327 / -0.41408 Ha
DFT total energy   -2286.865745 hartree
Charge   +1
Multiplicity   2
Energy relative to the best compared isomer or geometry (same formula, charge and spin)   16.16 kcal per mole